Here is a structure of composition C53H49FN4O2ReS4 at a distorted geometry from the Open Molecules 2025 dataset. Energies are from the ωB97M-V functional and the def2-TZVPD basis.

Geometry as XYZ:
```
114
C53H49FN4O2ReS4, DFT the ωB97M-V functional and the def2-TZVPD basis
Re 1.08 -1.39 0.44
C 1.22 -6.10 0.60
C 2.02 -5.21 1.55
C 3.19 -4.57 0.80
C 1.17 -4.16 2.22
C 1.52 -3.69 3.49
C 0.71 -2.81 4.18
C -0.50 -2.36 3.64
C -1.41 -1.47 4.42
C -0.83 -2.78 2.36
C 0.00 -3.64 1.64
H 1.81 -6.97 0.33
H 0.96 -5.58 -0.32
H 0.30 -6.44 1.08
H 2.43 -5.83 2.35
H 2.81 -3.95 -0.01
H 3.82 -5.35 0.37
H 3.80 -3.96 1.46
H 2.43 -4.05 3.94
H 0.98 -2.50 5.17
H -1.68 -1.95 5.36
H -2.31 -1.26 3.86
H -0.91 -0.53 4.65
H -1.78 -2.48 1.93
H -0.37 -4.06 0.71
N 0.45 0.00 1.86
S 0.69 1.46 1.98
N -0.51 2.37 1.29
S -0.63 2.68 -0.23
N -0.49 1.53 -1.28
S -1.27 0.09 -1.20
N -0.59 -1.01 -0.44
C -1.39 -0.44 -2.91
C -0.71 0.23 -3.91
C -0.67 -0.33 -5.17
C -1.30 -1.55 -5.41
C -2.00 -2.19 -4.40
C -2.05 -1.64 -3.14
C -2.93 0.45 -0.62
C -3.88 0.91 -1.51
C -5.14 1.24 -1.04
C -5.43 1.10 0.31
C -4.46 0.64 1.19
C -3.20 0.31 0.73
C 0.60 3.90 -0.71
C 0.58 5.07 0.03
C 1.51 6.06 -0.25
C 2.44 5.86 -1.26
C 2.46 4.67 -1.98
C 1.53 3.67 -1.71
C -2.20 3.49 -0.43
C -2.51 3.92 -1.72
C -3.71 4.56 -1.94
C -4.59 4.76 -0.88
C -4.27 4.32 0.39
C -3.07 3.67 0.63
C 0.65 1.98 3.69
C 1.26 1.15 4.61
C 1.38 1.57 5.92
C 0.89 2.81 6.30
C 0.26 3.63 5.37
C 0.13 3.21 4.05
C 2.22 2.17 1.31
C 2.72 3.35 1.84
C 3.90 3.87 1.32
C 4.57 3.21 0.30
C 4.06 2.04 -0.22
C 2.87 1.52 0.27
H -0.22 1.16 -3.67
H -0.15 0.18 -5.97
H -1.25 -2.00 -6.39
H -2.50 -3.13 -4.59
H -2.58 -2.13 -2.34
H -3.64 1.00 -2.56
H -5.88 1.60 -1.72
H -6.41 1.35 0.67
H -4.69 0.54 2.24
H -2.42 -0.05 1.38
H -0.17 5.20 0.80
H 1.50 6.98 0.30
H 3.16 6.63 -1.49
H 3.18 4.52 -2.76
H 1.52 2.74 -2.25
H -1.80 3.74 -2.52
H -3.96 4.91 -2.93
H -5.52 5.27 -1.06
H -4.96 4.48 1.21
H -2.79 3.32 1.61
H 1.64 0.19 4.28
H 1.86 0.94 6.65
H 1.01 3.15 7.31
H -0.12 4.59 5.67
H -0.36 3.83 3.31
H 2.22 3.85 2.65
H 4.30 4.78 1.74
H 5.50 3.61 -0.08
H 4.58 1.50 -1.00
H 2.47 0.61 -0.14
F 2.62 -1.59 1.44
O 0.73 -6.67 -6.08
C 0.15 -6.35 -4.92
O -0.80 -6.96 -4.51
C 0.71 -5.18 -4.15
C 1.95 -4.59 -4.40
C 2.38 -3.54 -3.61
C 1.58 -3.07 -2.57
S 2.21 -1.75 -1.60
C 0.33 -3.64 -2.34
C -0.09 -4.69 -3.12
H 1.48 -6.11 -6.32
H 2.60 -4.95 -5.18
H 3.35 -3.09 -3.77
H -0.29 -3.24 -1.55
H -1.05 -5.17 -2.95
```

The calculation puts the HOMO-LUMO gap (spin up / spin down) at 6.13 / 7.27 eV. Its net charge is +2. As for the expectation value of S²: 3.79. Its spin multiplicity is 4. The HOMO energy (spin up / spin down) comes out at -12.6 / -12.8 eV.